{"formula": "C18H9AsF9FeN5O10S3", "method": "the ωB97M-V functional and the def2-TZVPD basis", "relative_energy_ev": 0.000, "total_charge": -1, "spin_multiplicity": 6, "orbital_gap_ev": [9.4, 5.1], "e_tot_ha": -7310.46667, "e_lumo_ev": [2.144, -1.595], "species": ["Fe", "O", "As", "O", "O", "C", "C", "C", "C", "C", "C", "S", "O", "O", "O", "H", "H", "H", "H", "H", "F", "C", "F", "F", "S", "O", "O", "N", "S", "O", "O", "C", "F", "F", "F", "F", "C", "F", "F", "C", "C", "C", "N", "C", "C", "H", "H", "H", "H", "N", "C", "C", "C", "N", "C", "N"], "positions_angstrom": [[-0.021073, 0.037377, -0.202510], [3.999173, -1.063616, -1.811397], [3.101330, 0.301599, -1.078073], [4.162954, 1.225852, -0.258786], [1.910625, -0.513148, -0.167218], [2.435170, 0.947772, -2.796061], [2.965107, 0.380386, -3.955059], [2.548811, 0.821824, -5.201541], [1.613330, 1.843003, -5.318160], [1.067833, 2.410518, -4.182051], [1.476944, 1.958691, -2.933001], [0.507531, 2.467365, -1.544328], [-0.650771, 1.535372, -1.646298], [0.200756, 3.859974, -1.642878], [1.259572, 2.045746, -0.354616], [4.507977, -1.471003, -1.099800], [3.699633, -0.405345, -3.867533], [2.953250, 0.358132, -6.094171], [1.300592, 2.185328, -6.298241], [0.321942, 3.194395, -4.239036], [-3.212368, 2.754931, -1.940952], [-3.495458, 1.555631, -1.474523], [-4.820375, 1.347162, -1.608452], [-2.849121, 0.629849, -2.161200], [-3.175657, 1.440276, 0.373419], [-1.783775, 1.296475, 0.765992], [-3.874432, 2.591643, 0.836934], [-3.958180, 0.094836, 0.740489], [-3.239375, -1.297722, 0.755652], [-1.885330, -1.316531, 0.198725], [-3.423738, -1.993086, 1.994936], [-4.221110, -2.317827, -0.407234], [-5.480120, -2.367122, 0.020211], [-4.191216, -1.839818, -1.643862], [-3.700819, -3.547215, -0.401285], [-0.659776, 1.314196, 6.587536], [0.505652, 0.787543, 6.170082], [0.730413, -0.314521, 6.913617], [1.476606, 1.672727, 6.448563], [0.450515, 0.447786, 4.708399], [-0.439785, -0.522742, 4.281668], [-0.491153, -0.813427, 2.932920], [0.280678, -0.189955, 2.036507], [1.144972, 0.738926, 2.459954], [1.261947, 1.087848, 3.794892], [-1.082446, -1.044866, 4.977627], [-1.165395, -1.570075, 2.563235], [1.762593, 1.204433, 1.699898], [1.972342, 1.838796, 4.105371], [0.055126, -1.825572, -1.870647], [0.557387, -2.542828, -1.112764], [1.177541, -3.395906, -0.180848], [2.591262, -3.500872, -0.090592], [3.727587, -3.667562, 0.007561], [0.369410, -4.127708, 0.731467], [-0.275113, -4.727910, 1.477478]], "forces_ev_per_angstrom": [[0.3, 0.3, 0.6], [-0.2, 0.1, 0.3], [0.5, -0.1, 0.0], [-0.3, -0.1, -0.1], [-0.5, 0.1, -0.5], [-0.3, 0.3, 0.0], [0.0, 0.1, 0.1], [-0.1, 0.0, -0.1], [0.1, -0.1, -0.1], [0.1, 0.0, 0.2], [0.1, -0.3, -0.1], [0.1, 0.0, 0.2], [0.4, -0.2, 0.0], [-0.2, -0.1, -0.2], [0.0, 0.1, 0.1], [0.1, -0.1, 0.0], [0.0, 0.0, 0.0], [0.0, 0.0, 0.0], [0.0, 0.0, 0.1], [0.0, -0.1, 0.0], [0.1, 0.1, 0.0], [0.0, -0.2, 0.4], [0.3, 0.1, -0.1], [-0.4, -0.3, -0.1], [-0.2, -0.4, 0.5], [0.0, 0.3, -0.6], [-0.1, -0.1, 0.2], [0.2, 0.1, -0.3], [0.2, 0.2, 0.4], [-0.1, -0.1, -0.2], [0.1, 0.1, 0.0], [0.1, 0.1, 0.1], [0.0, -0.1, -0.2], [-0.1, 0.0, -0.1], [-0.2, 0.0, -0.1], [0.1, 0.0, 0.1], [0.0, 0.0, -0.1], [0.0, 0.1, 0.0], [-0.1, -0.1, 0.1], [0.0, 0.0, 0.0], [0.0, -0.1, 0.0], [0.2, 0.0, 0.0], [-0.2, 0.3, -0.1], [0.0, -0.2, -0.1], [0.0, 0.0, 0.0], [0.0, 0.0, 0.0], [0.0, 0.0, 0.0], [0.0, 0.0, 0.1], [0.0, 0.0, 0.0], [-0.3, 0.2, -0.2], [0.6, -0.7, 0.5], [-0.3, 0.3, -0.1], [-0.2, -0.1, 0.0], [-0.1, 0.1, 0.0], [0.1, 0.0, -0.1], [0.1, 0.1, -0.1]]}

***

{"formula": "H80O40", "method": "the ωB97M-V functional and the def2-TZVPD basis", "relative_energy_ev": 5.408, "total_charge": -1, "spin_multiplicity": 2, "orbital_gap_ev": [2.2, 9.7], "e_tot_ha": -3057.35383, "e_lumo_ev": [1.424, 1.339], "species": ["H", "H", "O", "H", "H", "O", "H", "H", "O", "H", "H", "O", "H", "H", "O", "H", "O", "H", "O", "H", "H", "O", "H", "H", "O", "H", "H", "O", "H", "H", "O", "H", "O", "H", "H", "O", "H", "H", "O", "H", "H", "O", "H", "H", "O", "H", "H", "O", "H", "H", "O", "H", "O", "H", "H", "O", "H", "O", "H", "H", "O", "H", "H", "O", "H", "H", "O", "H", "H", "O", "H", "H", "O", "H", "H", "O", "H", "H", "O", "H", "H", "O", "H", "H", "O", "H", "H", "O", "H", "O", "H", "H", "O", "H", "H", "H", "H", "H", "H", "O", "H", "H", "O", "H", "H", "O", "H", "H", "O", "H", "H", "O", "H", "H", "O", "H", "H", "O", "H", "H"], "positions_angstrom": [[1.827973, -4.026710, -4.381666], [1.170525, -3.410123, -5.443903], [1.526014, -4.265358, -5.256233], [-3.492019, 1.693694, 1.044873], [-2.755227, 1.157092, 2.298449], [-3.213567, 0.868809, 1.450626], [1.610591, -0.553555, 4.845645], [1.924083, -1.770743, 3.980323], [2.006083, -0.802771, 3.941252], [2.925349, -2.132597, -1.278239], [1.954274, -1.703911, -0.204106], [2.005891, -2.187678, -1.081975], [-0.832257, -1.024033, -1.303667], [-2.373313, -1.113329, -0.971782], [-1.565515, -1.576003, -1.248693], [4.935467, 0.706615, 3.545560], [4.698907, -0.151463, 4.036581], [3.044898, 0.999733, -0.528873], [3.227430, 0.928680, -1.487715], [-2.629249, 1.468747, 4.459302], [-2.589377, 0.217853, 3.825728], [-2.045377, 1.112229, 3.781874], [0.676072, 1.151885, -1.583935], [2.009613, 1.733158, -2.202398], [1.028651, 1.593744, -2.377334], [0.778540, 0.010859, -3.772202], [0.762597, -0.629097, -2.517545], [1.223752, -0.732345, -3.368955], [6.463343, 0.602581, -1.502596], [6.995254, 0.603404, -0.114297], [6.891836, 0.055082, -0.863729], [0.270341, -4.886810, -1.084623], [-0.344742, -5.289883, -0.514859], [2.496607, -4.224167, -0.130679], [1.549632, -4.369838, 1.269152], [2.112581, -4.799567, 0.555701], [-5.100308, 4.646765, 1.756257], [-5.023619, 4.255504, 0.128344], [-5.105565, 4.995504, 0.838076], [-3.196315, -2.368336, 2.038255], [-4.465827, -1.549146, 2.374529], [-3.557571, -1.749996, 2.647289], [0.628385, 2.154696, 5.746539], [-0.146660, 1.735362, 4.563169], [0.526939, 1.222760, 5.110809], [2.383289, 2.258299, -5.056520], [3.299439, 1.644518, -3.943057], [3.148388, 1.650293, -4.858494], [-1.442943, 2.684463, -1.130632], [-2.892528, 2.416187, -0.307664], [-1.919105, 2.573882, -0.231089], [0.550193, -2.289436, 0.947707], [1.284023, -2.410637, 1.544081], [-1.708426, 1.948349, -3.755287], [-2.799369, 1.006549, -4.248213], [-2.544932, 1.629374, -3.494801], [-1.442156, -2.442753, 3.014466], [-0.706782, -2.619346, 3.582225], [4.489709, -0.752555, 1.527846], [5.078474, -0.909897, 0.141799], [4.368110, -0.479374, 0.630390], [-3.254900, 3.569275, -3.441094], [-2.271209, 3.911998, -2.257604], [-3.171808, 3.869154, -2.536583], [-0.641851, -1.780439, -3.862005], [-0.955230, -2.397863, -5.196906], [-1.418770, -2.199856, -4.358633], [0.859705, 0.728878, 0.777206], [-0.375640, 1.199426, 0.209194], [0.328206, 0.542234, -0.076982], [3.672157, -2.453281, -2.893894], [4.940803, -3.045432, -3.328788], [4.507616, -2.871943, -2.435747], [-5.070102, 2.009900, 2.992751], [-4.965682, 3.354796, 3.455597], [-4.476852, 2.581149, 3.534661], [0.528475, -3.714006, 4.476858], [1.369839, -3.851242, 3.383189], [1.462696, -3.748437, 4.384850], [-5.593971, 0.365072, 1.702056], [-4.540128, 0.275913, 2.727108], [-5.511662, 0.115653, 2.677726], [3.064011, -0.569001, -4.107198], [4.222136, -1.392270, -3.913199], [3.415996, -1.446028, -4.414790], [0.253197, 2.710742, -3.191501], [-0.160785, 3.955222, -4.135374], [-0.214365, 3.027929, -4.067236], [-3.650862, -0.742405, -5.190167], [-4.008646, 0.109039, -4.988856], [0.111648, 4.149387, 1.919186], [0.513816, 3.591098, 0.818751], [0.538284, 4.545590, 1.081207], [0.727190, -1.700806, 1.991911], [3.771114, -0.305901, 3.770380], [-0.397823, -1.706113, 3.720740], [3.302429, -0.023295, -1.606451], [0.193830, -5.292231, 0.279917], [-4.124810, 0.053330, -4.054267], [3.980981, 2.410830, 2.912444], [3.870587, 3.088366, 3.636545], [4.044441, 3.050898, 2.200277], [1.877098, 1.896598, 1.108907], [2.253381, 2.073960, 1.985567], [2.778055, 2.037288, 0.638781], [-4.354508, 2.356296, -0.619432], [-4.605918, 1.505959, -0.939548], [-3.866612, 2.512392, -1.585056], [-0.236262, 3.725457, 4.286949], [-0.286397, 3.156739, 5.079982], [-0.959898, 4.259220, 4.574667], [-5.249450, -0.347479, -1.985563], [-5.964242, -0.500239, -1.354265], [-4.698471, -1.124027, -2.187846], [-3.986064, -2.558034, -2.472704], [-4.271584, -3.078413, -1.738662], [-3.059816, -2.489197, -2.506765], [4.293364, -3.715100, 3.341739], [3.818728, -3.968539, 2.485892], [3.664031, -4.223421, 3.910987]], "forces_ev_per_angstrom": [[0.5, -0.6, 0.7], [-0.5, 0.9, -1.0], [0.1, -0.3, 0.3], [0.0, 0.0, 0.1], [-0.2, -0.1, -1.1], [0.2, 0.0, 0.9], [0.9, 0.2, -2.0], [0.5, -0.2, -0.1], [-1.4, -0.2, 1.8], [1.3, -0.2, -0.1], [0.1, -0.9, -1.1], [-1.1, 0.9, 1.5], [1.5, 2.0, 0.4], [0.9, 0.5, 0.0], [-2.5, -2.3, -0.1], [-0.6, -1.9, 1.2], [0.7, 1.8, -1.6], [0.3, -0.5, -0.7], [1.0, 0.2, 0.6], [0.1, 1.5, 0.4], [2.2, 1.4, -0.6], [-2.1, -3.3, 0.6], [0.3, 0.2, 0.6], [-1.7, -0.7, 0.0], [0.3, 1.7, -0.5], [0.2, 0.8, -0.9], [0.9, -0.7, 0.1], [-1.6, -0.6, 0.4], [-0.5, 0.6, -0.7], [0.2, 0.9, 1.4], [0.3, -1.5, -0.7], [1.0, 0.8, -1.5], [-1.4, -0.6, 1.1], [-0.8, 0.5, 1.0], [1.6, 0.3, -2.0], [-0.2, -0.7, 1.3], [0.2, -0.2, -1.5], [-0.1, 1.4, 2.4], [-0.1, -1.3, -1.0], [0.2, -0.8, -1.0], [0.1, -0.1, 0.0], [-0.2, 0.4, 1.1], [0.6, -4.1, -1.4], [0.9, -2.3, -0.2], [-0.9, 5.0, 1.9], [1.1, -1.0, 0.7], [0.1, 0.4, 2.0], [-1.3, 0.7, -2.6], [-1.7, -0.5, 2.3], [1.0, 0.2, -0.6], [2.9, 0.4, -1.5], [-0.6, -1.7, -2.5], [-1.7, 2.3, 0.9], [1.9, 1.0, -0.5], [0.4, 1.1, 1.1], [-1.8, -2.2, -0.8], [-1.1, -0.2, -0.4], [0.2, 0.8, 0.2], [0.0, -0.3, 1.2], [0.2, 0.1, -0.1], [-0.3, 0.2, -0.9], [0.6, -0.3, -0.2], [0.9, 0.1, -0.2], [-1.8, 1.0, 0.5], [-1.5, -0.8, -0.6], [-0.7, -0.1, 0.4], [2.1, 0.9, 0.1], [0.1, -0.7, -1.9], [-0.1, -0.9, -1.1], [-1.3, 0.5, 2.2], [1.4, -1.3, 1.4], [-0.1, -0.3, 1.9], [-1.4, 0.9, -3.1], [0.7, -0.2, 0.7], [-1.0, 2.7, 0.4], [0.1, -2.2, -0.7], [-1.7, 0.2, 1.2], [1.0, 0.3, 1.6], [1.0, -0.7, -2.6], [-0.1, -0.6, 1.7], [-0.5, -0.2, -0.1], [0.1, 0.6, -2.0], [-0.5, -1.1, -1.0], [1.3, 0.0, -0.3], [-0.2, 1.4, 0.4], [-0.5, 0.3, -1.6], [0.1, 1.7, 0.0], [0.6, -1.9, 1.4], [0.5, -1.0, -0.5], [-0.2, 0.4, -0.9], [0.5, 2.2, -0.4], [0.8, 0.9, -1.4], [-1.3, -3.0, 2.0], [2.2, -0.4, 1.6], [0.1, 0.0, 0.5], [0.2, -0.2, 0.5], [-0.1, -0.1, -0.1], [-0.1, -0.4, 0.1], [-0.8, 0.0, 1.3], [-0.2, 1.7, 1.1], [0.0, -1.4, -0.3], [0.3, 0.0, -0.8], [3.4, 1.1, -0.2], [-0.5, -0.2, 0.9], [-2.2, -0.1, 0.7], [1.0, 0.9, -3.6], [-1.1, -2.1, 0.3], [-1.3, 1.2, 2.5], [0.3, -0.5, 0.3], [0.4, 0.3, -0.2], [-1.2, 1.5, -0.4], [-0.3, 1.7, 0.2], [0.4, -0.5, -0.4], [-0.4, -0.7, 0.4], [-2.1, 0.5, -1.0], [0.2, -0.7, 0.7], [2.4, -0.2, 0.1], [-2.3, -1.6, -1.3], [1.3, 0.8, 1.0], [0.9, 0.8, 0.2]]}

***

{"formula": "BrMn2", "method": "the ωB97M-V functional and the def2-TZVPD basis", "relative_energy_ev": 0.048, "total_charge": 3, "spin_multiplicity": 11, "orbital_gap_ev": [8.4, 8.8], "e_tot_ha": -4874.66358, "e_lumo_ev": [-16.205, -15.880], "species": ["Mn", "Mn", "Br"], "positions_angstrom": [[-25.142630, 25.235770, 24.905950], [-27.437020, 29.672530, 26.273750], [-26.255550, 27.505200, 25.598500]], "forces_ev_per_angstrom": [[-0.2, 0.4, 0.1], [0.1, -0.2, -0.1], [0.1, -0.1, 0.0]]}